[1]
Density functional theory data (the ωB97M-V functional and the def2-TZVPD basis) for C33H60BN6OPdS as an isolated structure.

Frontier orbital gap = 5.93 eV
E_tot = -2248.2613 Ha
Charge = -1

Each line ends with the Löwdin charge.
CARTESIAN COORDINATES (ANGSTROEM)
Pd  -0.24105  -0.04092  0.45140  0.18
C  -3.24986  2.91939  -0.80884  -0.07
C  -1.78014  3.20460  -0.49214  -0.38
C  -1.53422  4.69716  -0.30900  -0.08
C  -0.89436  2.61115  -1.54945  -0.29
C  -0.13138  3.23157  -2.55015  0.02
C  0.46410  2.19177  -3.24292  -0.22
C  1.42939  2.33298  -4.38940  -0.35
C  0.84477  1.88593  -5.73220  -0.07
C  2.77905  1.66467  -4.12152  -0.05
N  0.04810  1.04157  -2.67467  0.03
N  -0.77742  1.29377  -1.63746  0.11
B  0.39928  -0.43275  -2.99074  -0.54
N  -0.75086  -1.33567  -2.49634  0.02
N  -0.70205  -1.82699  -1.23570  0.11
C  -1.79646  -2.55085  -1.06363  -0.28
C  -2.58153  -2.52608  -2.22952  0.02
C  -1.88344  -1.73255  -3.11827  -0.23
C  -2.33865  -1.35862  -4.50394  -0.35
C  -2.48722  0.15160  -4.69431  -0.05
C  -1.49670  -1.98697  -5.61831  -0.07
C  -2.12178  -3.21511  0.24716  -0.37
C  -0.94011  -3.18276  1.20836  -0.08
C  -3.33583  -2.52589  0.87555  -0.07
N  1.70519  -0.78966  -2.25283  0.03
N  2.02356  -0.06458  -1.16036  0.12
C  3.13605  -0.57696  -0.66588  -0.29
C  3.56101  -1.66227  -1.45306  0.02
C  2.61255  -1.77308  -2.45222  -0.22
C  2.59006  -2.81464  -3.53714  -0.35
C  1.32448  -3.67275  -3.51293  -0.05
C  2.84960  -2.23599  -4.93098  -0.07
C  3.75180  -0.00180  0.57851  -0.37
C  5.06889  0.71159  0.26809  -0.08
C  2.75978  0.92715  1.27229  -0.09
H  -3.90455  3.29307  -0.01639  0.06
H  -3.53678  3.40111  -1.74767  0.08
H  -3.40569  1.84548  -0.91768  0.07
H  -1.52947  2.68698  0.43897  0.10
H  -1.77369  5.24275  -1.22585  0.07
H  -2.16238  5.09824  0.48968  0.07
H  -0.49066  4.89814  -0.06013  0.08
H  0.00263  4.28412  -2.74278  0.10
H  1.60761  3.41093  -4.46222  0.13
H  0.67089  0.80905  -5.74952  0.05
H  -0.10546  2.38539  -5.92903  0.08
H  1.53683  2.13034  -6.54242  0.07
H  2.68384  0.58068  -4.08258  0.05
H  3.48750  1.91758  -4.91523  0.08
H  3.19038  1.98966  -3.16498  0.08
H  0.54002  -0.57544  -4.17684  0.09
H  -3.53190  -3.00539  -2.40741  0.10
H  -3.34064  -1.79312  -4.58291  0.13
H  -1.52456  0.65574  -4.64270  0.05
H  -2.93487  0.36616  -5.66875  0.08
H  -3.12205  0.57774  -3.91585  0.08
H  -0.48614  -1.57741  -5.63123  0.05
H  -1.42196  -3.06786  -5.48679  0.08
H  -1.95516  -1.79022  -6.59106  0.07
H  -2.39155  -4.25773  0.04009  0.13
H  -0.65747  -2.13629  1.39252  0.03
H  -1.20660  -3.63819  2.16475  0.08
H  -0.06870  -3.68886  0.79288  0.07
H  -3.08220  -1.48172  1.07251  0.05
H  -4.19788  -2.54276  0.20630  0.07
H  -3.61431  -2.99985  1.82061  0.08
H  4.42046  -2.29947  -1.31176  0.10
H  3.43446  -3.47086  -3.30201  0.13
H  0.44368  -3.08776  -3.77244  0.05
H  1.41353  -4.49442  -4.22902  0.08
H  1.15764  -4.08895  -2.51866  0.08
H  2.03821  -1.57710  -5.24244  0.05
H  3.77705  -1.66073  -4.94434  0.08
H  2.93249  -3.04183  -5.66510  0.07
H  3.96948  -0.83896  1.25224  0.13
H  4.88716  1.55411  -0.40338  0.08
H  5.53052  1.09480  1.18193  0.07
H  5.77811  0.04068  -0.22074  0.07
H  2.58074  1.81870  0.66879  0.08
H  1.79589  0.40553  1.35524  0.02
H  3.11670  1.22861  2.26021  0.06
C  2.02036  1.21278  5.27857  -0.12
C  0.58847  1.33160  5.78540  -0.31
C  -0.41753  1.65357  4.69051  -0.36
S  -0.53294  0.26962  3.51236  0.88
O  -0.98230  -0.89021  4.33080  -0.52
C  -1.98041  0.90103  2.61058  -0.39
C  -3.29817  0.46100  3.22238  -0.30
C  -4.47200  0.91613  2.36429  -0.11
H  2.70771  1.00653  6.09987  0.07
H  2.34192  2.13649  4.79183  0.07
H  2.11701  0.40866  4.54782  0.06
H  0.52985  2.11345  6.54834  0.10
H  0.27868  0.39924  6.26336  0.10
H  -0.12336  2.53596  4.11485  0.09
H  -1.41454  1.80999  5.10948  0.09
H  -1.87657  0.52068  1.57001  0.03
H  -1.89901  1.99046  2.56714  0.08
H  -3.39341  0.85617  4.23846  0.10
H  -3.28985  -0.62569  3.31866  0.09
H  -4.50576  2.00511  2.28014  0.07
H  -5.42299  0.57984  2.78037  0.07
H  -4.38335  0.51332  1.35320  0.06

---

[2]
Density functional theory data (the ωB97M-V functional and the def2-TZVPD basis) for C33H60Br18N3O4 as an isolated structure at a distorted geometry.

Frontier orbital gap = 6.23 eV
E_tot = -48090.0173 Ha
Charge = +1
Energy above the lowest of the compared OMol25 structures with the same formula, charge and spin = 780.30 kJ/mol

Each line ends with the Löwdin charge.
CARTESIAN COORDINATES (ANGSTROEM)
C  -1.32420  1.53561  6.55034  -0.06
C  -0.45431  1.05370  5.23988  -0.29
N  0.90196  1.39620  5.18744  0.09
C  -1.03731  0.23664  3.93852  -0.03
C  -0.30272  0.87742  2.60622  0.01
N  -0.20364  2.34882  2.27008  0.02
C  -0.70494  3.59700  2.96103  -0.12
C  -2.25571  4.00692  2.62437  -0.11
C  -3.31682  2.75812  2.59228  -0.18
O  -3.96230  2.47057  3.90107  -0.12
C  -4.79996  1.23333  3.78186  -0.26
C  -4.86079  0.24136  5.08955  -0.01
O  -5.47226  0.94760  2.63847  -0.05
C  0.59807  2.35561  0.98724  -0.09
C  1.13242  3.60177  0.06487  -0.64
Br  -0.23383  4.21153  -1.31869  0.59
C  2.59515  3.25931  -0.63274  -0.71
C  3.77038  2.85017  0.43461  -0.18
Br  3.29933  4.84362  -1.70022  0.59
C  0.99422  0.86219  0.43576  0.15
N  0.37442  0.03163  1.54326  -0.11
O  0.52163  -1.29911  1.41064  -0.10
C  -0.70618  -1.72565  0.68674  -0.10
C  -0.34490  -2.94277  -0.40145  -0.31
C  0.31122  -4.16317  0.48479  -0.08
O  0.60939  -2.46930  -1.44263  -0.10
H  -2.17429  0.78694  6.87128  0.08
H  -1.72659  2.63428  6.33863  0.10
H  -0.54945  1.64442  7.44373  0.10
H  1.16789  1.93932  6.04135  0.05
H  -0.64847  -0.88553  4.05150  0.15
H  -2.20643  0.20679  3.87441  0.10
H  -0.02949  4.49317  2.55423  0.14
H  -0.58220  3.60789  4.12456  0.13
H  -2.58553  4.84684  3.39594  0.15
H  -2.29217  4.51890  1.55570  0.12
H  -2.90547  1.76314  2.13402  0.12
H  -4.20851  3.10000  1.87579  0.15
H  -5.63592  -0.65119  4.92790  0.06
H  -5.09163  0.84991  6.08691  0.11
H  -3.81245  -0.28873  5.27512  0.08
H  1.30927  4.54815  0.76447  0.11
H  2.36474  2.41433  -1.44110  0.10
H  3.34614  2.53962  1.50207  0.09
H  4.27383  1.85589  0.00683  0.10
H  4.56475  3.70588  0.63386  0.05
H  1.59919  0.55781  -0.51878  0.16
H  -1.47116  -2.08627  1.50507  0.14
H  -1.18785  -0.84752  0.05207  0.16
H  -1.36623  -3.22272  -0.92822  0.16
H  0.27838  -5.21735  -0.03583  0.00
H  1.40335  -3.83333  0.77785  0.10
H  -0.29854  -4.18955  1.51054  0.10
H  1.55754  -2.65154  -1.17104  0.11
Br  3.13352  -1.77219  4.47701  0.57
C  4.66485  -1.47704  5.64856  -0.69
C  4.47771  -0.23625  6.49046  -0.70
Br  4.80004  1.37956  5.44603  0.58
H  5.55218  -1.43958  5.01072  0.06
H  4.71451  -2.36816  6.28089  0.06
H  5.21437  -0.20358  7.29809  0.06
H  3.47462  -0.14678  6.91580  0.05
Br  -5.67644  -2.35786  0.94298  0.56
C  -6.87447  -1.11478  0.03520  -0.67
C  -8.24811  -1.71654  -0.15026  -0.69
Br  -8.26181  -3.00376  -1.61602  0.60
H  -6.39180  -0.83563  -0.90538  0.06
H  -6.92233  -0.23855  0.68813  0.05
H  -8.96971  -0.94794  -0.44102  0.07
H  -8.61738  -2.23842  0.73654  -0.01
Br  2.46842  -7.12551  -1.05652  0.61
C  1.03143  -8.44188  -0.97400  -0.66
C  0.08052  -8.28659  -2.13806  -0.88
Br  -1.11737  -6.77001  -1.87232  0.61
H  0.54831  -8.32639  0.00009  0.06
H  1.53333  -9.41294  -1.01303  0.06
H  -0.57701  -9.15684  -2.21754  -0.02
H  0.58624  -8.13032  -3.09459  0.03
Br  6.67388  6.99277  -6.66548  0.64
C  4.90868  6.44796  -6.03949  -0.67
C  4.25410  7.54288  -5.22951  -0.68
Br  5.00628  7.63571  -3.43197  0.58
H  5.04089  5.51589  -5.48328  0.05
H  4.33508  6.24539  -6.94853  0.06
H  3.19154  7.33042  -5.08171  0.06
H  4.36320  8.53610  -5.67305  0.06
Br  7.12464  2.03216  -3.56621  0.60
C  7.14824  3.80691  -2.75733  -0.70
C  8.14181  3.87641  -1.62096  -0.67
Br  7.44129  3.01264  -0.01823  0.62
H  6.12271  4.03229  -2.45223  0.00
H  7.43927  4.48362  -3.56589  0.06
H  8.32083  4.91482  -1.32828  0.06
H  9.09786  3.39805  -1.84960  0.06
Br  -8.06637  -2.17390  4.21019  0.61
C  -8.75788  -3.99770  4.22359  -0.68
C  -9.11520  -4.45694  2.82903  -0.68
Br  -10.80649  -3.68120  2.24306  0.63
H  -9.60378  -4.01325  4.91626  0.06
H  -7.94662  -4.60595  4.63381  0.06
H  -9.27706  -5.53833  2.80883  0.06
H  -8.36547  -4.19218  2.07874  0.03
Br  -1.58738  -8.37039  -3.64149  0.73
C  -3.02438  -9.68677  -3.55898  -0.57
C  -3.97528  -9.53147  -4.72304  -0.69
Br  -5.17317  -8.01490  -4.45730  0.61
H  -3.50749  -9.57128  -2.58489  0.07
H  -2.52247  -10.65783  -3.59801  0.07
H  -4.63282  -10.40173  -4.80252  0.06
H  -3.46956  -9.37521  -5.67957  0.05
Br  4.30851  6.62936  -10.85554  0.59
C  6.15831  7.15646  -10.53148  -0.70
C  7.12176  6.23507  -11.24294  -0.69
Br  7.30282  4.53828  -10.29758  0.59
H  6.29863  7.17862  -9.44731  -0.03
H  6.23658  8.17417  -10.92457  0.06
H  8.12818  6.66290  -11.25305  0.06
H  6.82165  5.99943  -12.26741  0.05